Record 1
The following is a quantum chemistry calculation of a cluster of 2 separate species, C3H2N4 in total at a distorted geometry, from the OMol25 dataset.

Energy relative to the best compared isomer or geometry (same formula, charge and spin), kcal/mol: 66.9
Molecular weight, g/mol: 94.08
Electronic energy, eV: -9099.9921
Charge: 0
Kohn-Sham gap, eV: 7.68
Lowest unoccupied orbital energy, Ha: -0.072
Largest force on an atom, eV/Å: 1.69

Element x y z (Å)
N: -1.43491 2.45776 0.93721
C: -1.11236 1.44916 0.44092
C: -0.87805 0.22368 -0.17523
C: 0.29352 -0.03590 -0.94287
N: 1.30479 -0.77161 -0.71743
N: -0.03114 -1.86484 2.33362
N: -0.18415 -1.07080 1.58925
H: 0.07702 0.48995 -1.89811
H: 1.90850 -0.81543 -1.53705

Atoms 1-2, force components in eV/Å:
0.312 -0.912 -0.434
-0.216 0.647 0.320

In the natural (NBO) picture, each atom carries the following charge in e: N -0.21; C 0.10; C 0.10; C -0.01; N -0.64; N 0.07; N 0.02; H 0.22; H 0.35

Record 2
The following is a quantum chemistry calculation of a structure of composition C31H31BrN4O3Sr, from the OMol25 dataset.

Energy relative to the best compared isomer or geometry (same formula, charge and spin), kcal/mol: 0.0
Molecular weight, g/mol: 675.14
Electronic energy, eV: -115634.8532
Charge: 0
Kohn-Sham gap, eV: 6.68
Lowest unoccupied orbital energy, Ha: -0.017
Largest force on an atom, eV/Å: 0.64

Element x y z (Å)
Sr: 1.22219 -0.03500 0.25335
Br: -6.49525 -0.14403 1.87092
C: -4.62737 0.16444 1.75159
C: -3.85818 0.27403 2.91887
C: -2.51338 0.51593 2.83855
C: -1.82679 0.64598 1.59491
O: -0.58044 0.90103 1.55926
C: -2.63120 0.47571 0.41634
C: -2.10986 0.51837 -0.92789
N: -0.89638 0.31034 -1.29414
C: -0.59877 0.38479 -2.66641
C: -1.38792 -0.16875 -3.64269
C: -1.05298 -0.05916 -5.00588
C: 0.07436 0.60434 -5.39077
C: 0.93456 1.15884 -4.41306
C: 2.12740 1.82958 -4.75440
C: 2.93848 2.29965 -3.76480
C: 2.56644 2.07456 -2.42840
N: 1.45175 1.49167 -2.05854
C: 0.61805 1.03624 -3.03750
C: -4.02421 0.28738 0.53110
H: -4.33626 0.17489 3.88497
H: -1.92259 0.61716 3.74097
H: -2.86406 0.73400 -1.69593
H: -2.27644 -0.71923 -3.35838
H: -1.70131 -0.51207 -5.74423
H: 0.33811 0.69934 -6.43636
H: 2.38967 1.94221 -5.79939
H: 3.86816 2.80682 -3.98118
H: 3.25604 2.35169 -1.63831
H: -4.62255 0.22010 -0.37141
C: 2.29943 -2.58439 -0.41393
C: 2.27099 -2.07450 -1.72636
C: 3.28723 -1.09970 -1.83852
C: 3.93926 -1.00942 -0.59335
C: 3.32938 -1.92680 0.29051
H: 1.66880 -3.37220 -0.02592
H: 1.62180 -2.40917 -2.52434
H: 3.54861 -0.55838 -2.73789
H: 4.79430 -0.38751 -0.36537
H: 3.62846 -2.12340 1.31190
C: 2.58900 0.72012 3.23627
C: 2.15277 2.08893 2.76439
O: 2.26778 2.15664 1.33849
C: 1.95089 3.46738 0.84513
C: 0.46757 3.72052 0.65762
H: 2.61823 0.70182 4.32596
H: 3.57988 0.46796 2.85775
H: 1.87836 -0.04919 2.92624
H: 2.79772 2.86105 3.19738
H: 1.11764 2.28024 3.05588
H: 2.46935 3.56970 -0.10566
H: 2.38483 4.20224 1.53150
H: 0.04825 3.03446 -0.07767
H: 0.32790 4.74262 0.29985
H: -0.08983 3.59842 1.58440
N: -3.43618 -2.87472 -0.33880
C: -3.18793 -3.61115 0.78242
O: -3.80076 -4.61806 1.06940
C: -2.07072 -3.10409 1.64456
C: -2.12343 -3.34373 3.01036
C: -1.10825 -2.85540 3.81039
C: -0.06953 -2.15513 3.21411
N: 0.01321 -1.95040 1.90223
C: -0.97042 -2.42538 1.14029
H: -4.26981 -3.12943 -0.84521
H: -3.17655 -1.90002 -0.33953
H: -2.95991 -3.89718 3.41630
H: -1.11331 -3.00693 4.88077
H: 0.73403 -1.75269 3.81955
H: -0.86827 -2.27394 0.06776

Atoms 1-2, force components in eV/Å:
0.480 -0.104 -0.405
0.026 -0.003 0.006

In the Mulliken picture, each atom carries the following charge in e: Sr 1.10; Br -0.21; C -0.36; C -0.53; C -0.60; C -0.69; O 0.31; C 0.39; C -1.35; N 1.65; C -0.81; C -0.48; C -0.94; C -0.92; C 0.75; C -0.81; C -1.15; C -0.30; N 0.75; C 0.29; C -0.18; H 0.46; H 0.42; H 0.50; H 0.52; H 0.40; H 0.41; H 0.43; H 0.41; H 0.53; H 0.53; C -0.83; C -0.42; C -0.35; C -0.75; C -0.80; H 0.54; H 0.46; H 0.59; H 0.46; H 0.49; C -0.41; C -0.56; O -0.18; C -0.51; C -0.83; H 0.46; H 0.33; H -0.36; H 0.51; H 0.25; H 0.25; H 0.48; H -0.09; H 0.50; H 0.30; N -0.23; C 0.05; O -0.65; C 0.01; C -0.40; C -0.88; C -0.38; N 0.38; C -0.50; H 0.26; H 0.13; H 0.50; H 0.45; H 0.37; H 0.86

Record 3
The following is a quantum chemistry calculation of a structure of composition C39H52N2O2SScSi3, from the OMol25 dataset.

Energy relative to the best compared isomer or geometry (same formula, charge and spin), kcal/mol: 19.9
Molecular weight, g/mol: 742.14
Electronic energy, eV: -103536.2078
Charge: -1
Kohn-Sham gap, eV: 6.75
Lowest unoccupied orbital energy, Ha: 0.090
Largest force on an atom, eV/Å: 0.44

Element x y z (Å)
Sc: -0.22329 0.46708 -0.57762
C: 3.01418 -5.91013 -0.70694
C: 3.63824 -4.92971 -1.70928
C: 4.97544 -5.50031 -2.20469
C: 2.70648 -4.80205 -2.91503
C: 3.85626 -3.58461 -1.01670
C: 4.86284 -3.45643 -0.03822
C: 5.11671 -2.26165 0.60412
C: 4.32796 -1.15920 0.28621
S: 4.41473 0.48200 0.83738
C: 3.06707 0.87547 -0.20880
N: 2.57115 -0.11623 -0.86890
C: 3.28648 -1.27989 -0.63511
C: 3.07023 -2.48517 -1.30477
C: 2.52366 2.23751 -0.32211
C: 3.36090 3.33928 -0.15049
C: 2.83853 4.61748 -0.26919
C: 1.48435 4.76868 -0.54006
C: 0.67391 3.64840 -0.69101
C: 1.15203 2.33464 -0.60321
H: 2.93685 -6.90819 -1.14827
H: 2.01256 -5.58269 -0.42028
H: 3.61409 -5.98347 0.20239
H: 4.79899 -6.42063 -2.76778
H: 5.65040 -5.74314 -1.38303
H: 5.48289 -4.78969 -2.86058
H: 2.58199 -5.78275 -3.38101
H: 3.11350 -4.11930 -3.66434
H: 1.71471 -4.43860 -2.63654
H: 5.46840 -4.31647 0.21920
H: 5.91107 -2.18963 1.33665
H: 2.28717 -2.51432 -2.05160
H: 4.41766 3.20071 0.05475
H: 3.47927 5.48277 -0.14780
H: 1.05369 5.76125 -0.62078
H: -0.38403 3.81197 -0.87117
C: -1.55592 3.74187 1.57364
Si: -2.87984 2.72689 0.70429
C: -4.22729 4.00688 0.32494
C: -3.58457 1.61816 2.06272
C: -2.35677 1.69869 -0.76999
C: -3.08787 0.40517 -0.76459
C: -4.47890 0.21528 -0.65555
C: -5.00675 -1.04789 -0.80202
C: -4.15956 -2.12774 -1.05283
C: -2.80433 -1.88176 -1.10808
N: -2.29553 -0.65952 -0.94802
Si: -2.55727 2.27646 -2.53294
C: -1.23850 3.41918 -3.23992
C: -2.55469 0.78799 -3.69202
C: -4.19551 3.15437 -2.87848
H: -1.92085 3.94362 2.58727
H: -1.35518 4.70100 1.09013
H: -0.60917 3.20494 1.66716
H: -4.53140 4.47680 1.26699
H: -5.11921 3.57896 -0.14302
H: -3.85500 4.79870 -0.33210
H: -4.45525 2.10334 2.51644
H: -2.83328 1.49775 2.84760
H: -3.88971 0.61982 1.74337
H: -5.11878 1.07059 -0.47477
H: -6.07795 -1.20038 -0.73620
H: -4.54001 -3.13018 -1.19288
H: -2.09022 -2.67448 -1.29235
H: -0.22632 3.02742 -3.11560
H: -1.25551 4.43288 -2.82466
H: -1.44499 3.49543 -4.31248
H: -1.61970 0.22288 -3.63529
H: -2.66483 1.15469 -4.71778
H: -3.37224 0.08744 -3.49727
H: -4.27558 4.11908 -2.37338
H: -5.05439 2.54616 -2.57875
H: -4.27566 3.33030 -3.95661
C: 0.27962 -3.15815 -0.45634
O: 0.29060 -1.76837 -0.69168
C: 0.21474 -1.20573 -2.09791
O: 0.32402 -1.98724 -2.98865
H: -0.48598 -3.40044 0.28384
H: 1.24900 -3.48589 -0.07563
H: 0.07437 -3.68055 -1.39398
C: 1.60508 -1.14775 2.32973
Si: -0.08170 -0.27741 2.09730
C: -1.38376 -1.62039 2.49617
C: -0.09397 0.87729 3.61535
C: -0.76227 0.58860 4.80905
C: -0.70662 1.44397 5.90423
C: 0.02940 2.61869 5.83472
C: 0.70702 2.92778 4.66164
C: 0.63990 2.06770 3.57451
H: 1.60044 -1.76472 3.23611
H: 2.39967 -0.40185 2.43970
H: 1.86770 -1.78001 1.47908
H: -1.02321 -2.32742 3.25296
H: -1.65502 -2.18818 1.60272
H: -2.30565 -1.16622 2.87012
H: -1.34834 -0.32106 4.88941
H: -1.24066 1.19212 6.81383
H: 0.07083 3.28992 6.68481
H: 1.28033 3.84490 4.58854
H: 1.16590 2.33664 2.65806

Atoms 1-2, force components in eV/Å:
-0.230 -0.316 -0.205
-0.014 -0.038 0.026

Results of the Mulliken charge analysis, in e, for atoms 1 through 99: Sc -2.82; C -1.57; C 2.31; C -1.88; C -1.88; C 0.17; C -0.39; C -1.34; C 1.99; S -0.30; C 0.62; N -0.35; C -1.38; C -0.72; C 1.24; C -0.79; C -0.96; C -1.44; C 0.02; C -0.36; H 0.50; H 0.27; H 0.29; H 0.45; H 0.34; H 0.42; H 0.46; H 0.38; H 0.32; H 0.37; H 0.39; H 0.74; H 0.44; H 0.36; H 0.46; H 0.98; C -0.49; Si 0.52; C -1.39; C -0.79; C 3.04; C -2.53; C -0.70; C -0.75; C -1.33; C -0.43; N 1.45; Si 0.47; C -1.09; C -1.11; C -1.23; H 0.46; H 0.38; H -0.44; H 0.34; H 0.36; H 0.29; H 0.47; H 0.12; H 0.19; H 0.46; H 0.43; H 0.46; H 0.25; H 0.22; H 0.24; H 0.53; H 0.27; H 0.51; H 0.24; H 0.34; H 0.27; H 0.35; C -1.37; O 1.04; C 0.45; O -0.63; H 0.34; H 0.27; H 0.47; C -1.02; Si 1.84; C -1.46; C 0.28; C -0.24; C -0.56; C -0.52; C -0.47; C -0.23; H 0.57; H 0.14; H -0.08; H 0.52; H 0.15; H 0.36; H 0.29; H 0.37; H 0.35; H 0.40

Record 4
The following is a quantum chemistry calculation of the molecule C5H12O2, from the OMol25 dataset.

Energy relative to the best compared isomer or geometry (same formula, charge and spin), kcal/mol: 16.3
Structure (SMILES): CC[C@@H](O)CCO
Molecular weight, g/mol: 104.15
Electronic energy, eV: -9474.4279
Charge: 0
Kohn-Sham gap, eV: 10.50
Lowest unoccupied orbital energy, Ha: 0.027
Largest force on an atom, eV/Å: 0.38

Element x y z (Å)
C: 2.67230 -0.46350 0.54951
C: 1.58622 0.04998 -0.38942
C: 0.18545 -0.36594 0.05395
O: 0.03351 0.04296 1.39871
C: -0.86963 0.22454 -0.89501
C: -2.30561 0.15524 -0.39981
O: -2.41838 0.98563 0.75651
H: 3.66697 -0.15697 0.20898
H: 2.51115 -0.06699 1.55557
H: 2.65612 -1.55795 0.61256
H: 1.76132 -0.29771 -1.41671
H: 1.61066 1.14809 -0.41046
H: 0.11086 -1.46948 0.00142
H: -0.88788 0.31257 1.53305
H: -0.81598 -0.31866 -1.84777
H: -0.63267 1.27447 -1.10786
H: -2.58156 -0.88207 -0.15755
H: -2.98664 0.51367 -1.18458
H: -3.29619 0.87214 1.13890

Atoms 1-2, force components in eV/Å:
0.043 -0.034 0.034
-0.009 0.015 -0.057

In the natural (NBO) picture, each atom carries the following charge in e: C -0.61; C -0.40; C 0.11; O -0.75; C -0.44; C -0.07; O -0.74; H 0.20; H 0.22; H 0.20; H 0.20; H 0.20; H 0.14; H 0.49; H 0.22; H 0.21; H 0.16; H 0.17; H 0.48

Record 5
The following is a quantum chemistry calculation of the ion C8H6NO4 with charge +1 at a distorted geometry, from the OMol25 dataset.

Energy relative to the best compared isomer or geometry (same formula, charge and spin), kcal/mol: 42.0
Structure (SMILES): O=C1O[C@@H](c2ccccc2)[N+](=O)O1
Molecular weight, g/mol: 180.14
Electronic energy, eV: -18060.6798
Charge: +1
Kohn-Sham gap, eV: 7.49
Lowest unoccupied orbital energy, Ha: -0.235
Largest force on an atom, eV/Å: 5.22

Element x y z (Å)
O: -0.99597 -3.34810 -2.53375
C: -0.54522 -2.64086 -1.75270
O: 0.31199 -1.69293 -1.70656
C: 0.79273 -1.25187 -0.46328
C: 0.46836 0.13807 -0.15366
C: -0.84189 0.51692 -0.23758
C: -1.22273 1.66664 0.31250
C: -0.28174 2.59935 0.81653
C: 1.05789 2.24591 0.84928
C: 1.44433 1.06609 0.36241
N: -0.27385 -2.13379 0.54599
O: -0.36734 -2.12983 1.71590
O: -1.08091 -2.72731 -0.29788
H: 1.82012 -1.41488 -0.20430
H: -1.58130 -0.15460 -0.49643
H: -2.31092 1.98733 0.35864
H: -0.50868 3.59985 1.32195
H: 1.76256 3.08323 1.05705
H: 2.35256 0.59079 0.50590

Atoms 1-2, force components in eV/Å:
-0.261 -0.228 -0.538
-0.605 -0.362 1.536

In the natural (NBO) picture, each atom carries the following charge in e: O -0.38; C 1.00; O -0.44; C 0.24; C -0.17; C -0.19; C -0.19; C -0.11; C -0.22; C -0.13; N 0.53; O -0.09; O -0.29; H 0.26; H 0.21; H 0.25; H 0.25; H 0.25; H 0.22

Record 6
The following is a quantum chemistry calculation of the molecule C6H6N2O3 at a distorted geometry, from the OMol25 dataset.

Energy relative to the best compared isomer or geometry (same formula, charge and spin), kcal/mol: 50.0
Structure (SMILES): O[C@]12O[C@H]1NCc1ncoc12
Molecular weight, g/mol: 154.12
Electronic energy, eV: -15438.7505
Charge: 0
Kohn-Sham gap, eV: 9.30
Lowest unoccupied orbital energy, Ha: 0.027
Largest force on an atom, eV/Å: 5.65

Element x y z (Å)
O: -0.44318 -2.58670 -0.52710
C: -0.39191 -1.37399 0.19360
O: -1.35229 -1.08008 1.18754
C: -1.62847 -0.43963 -0.09849
N: -1.29026 0.91531 -0.37645
C: -0.02350 1.31941 0.46513
C: 1.10882 0.49656 0.23562
N: 2.46823 0.79847 0.04269
C: 3.00305 -0.38928 -0.01269
O: 2.16969 -1.45930 0.04762
C: 1.02856 -0.87674 0.31562
H: -0.67290 -3.25444 0.05838
H: -2.43686 -0.87656 -0.67088
H: -1.16746 0.98635 -1.41413
H: -0.35968 1.36462 1.49314
H: 0.12121 2.35122 0.11543
H: 4.02171 -0.48759 -0.19458

Atoms 1-2, force components in eV/Å:
0.309 1.886 -0.567
-0.959 -0.749 -1.711

In the natural (NBO) picture, each atom carries the following charge in e: O -0.70; C 0.40; O -0.48; C 0.22; N -0.62; C -0.27; C 0.04; N -0.42; C 0.31; O -0.37; C 0.19; H 0.47; H 0.20; H 0.38; H 0.23; H 0.23; H 0.19